17
Properties=species:S:1:pos:R:3:lowdin_charge:R:1 method="wB97M-V/def2-TZVPD" e_above_lowest_ev=0.000 molar_mass_da=256.97 homo_energy_ev=-15.328 e_lumo_ev=-12.54 energy_ev=-42205.194 total_charge=+5 gap_ha=0.1023
O 0.40345 1.00573 -1.79759 -0.183
H 1.53558 -5.66093 -0.22142 0.041
Na 2.19534 4.42926 3.59238 0.982
O -2.39605 2.56187 3.88472 -0.052
Na -4.08870 0.96631 -2.66695 0.877
H -3.34863 2.47018 3.86451 0.040
O 1.25917 1.13999 0.19663 -0.145
Na 1.38930 -1.94226 3.49048 0.962
H -2.08596 2.00286 3.17228 0.016
Na 4.61965 2.75921 -2.31165 0.958
H 2.37540 -4.41025 -0.37123 0.032
C 0.36969 0.78251 -0.58028 -1.235
Na 1.08007 -2.16825 -5.51187 0.976
O 1.63802 -4.77255 0.11995 -0.061
O -0.51084 0.14403 -0.04241 -0.115
Na -1.06935 4.60761 -5.10730 0.959
Na -3.36614 -3.91531 0.28974 0.948

---

15
Properties=species:S:1:pos:R:3:lowdin_charge:R:1 method="wB97M-V/def2-TZVPD" e_above_lowest_ev=3.181 molar_mass_da=175.03 homo_energy_ev=-8.872 e_lumo_ev=0.93 energy_ev=-78317.048 gap_ha=0.3604
H -0.47462 -2.50751 -1.26412 0.047
H 1.98874 1.97817 -0.68631 0.091
C 0.87451 0.50523 0.36277 -0.247
C -0.30134 1.44409 0.29461 -0.150
Br 3.54044 -0.07495 -0.40524 0.668
H -0.12031 2.23489 -0.54961 0.135
H -2.43637 1.19443 -0.22953 0.039
H -0.41240 1.92756 1.30562 0.122
H -0.31866 -3.33221 0.49908 0.092
C -0.58610 -2.53320 -0.24233 -0.021
C -1.65078 0.70181 0.01547 -0.117
C 1.96600 0.91479 -0.23246 -0.658
N -1.77812 -0.53037 -0.02806 0.018
H 0.74947 -0.42864 0.87230 0.085
N -1.04044 -1.49411 0.28781 -0.103

---

119
Properties=species:S:1:pos:R:3:lowdin_charge:R:1 method="wB97M-V/def2-TZVPD" e_above_lowest_ev=2.481 molar_mass_da=1246.20 homo_energy_ev=-1.069 e_lumo_ev=3.55 energy_ev=-141701.868 total_charge=-2 gap_ha=0.1696
O -0.34798 1.19187 1.63898 -0.484
H -2.01707 -7.17571 -0.93844 0.091
H 2.67159 0.91888 3.65325 0.003
H 5.75243 -1.76275 -1.08785 0.047
C -4.71187 2.43968 -5.34738 -0.072
H 1.59924 -2.66110 -1.70268 0.043
S 1.17380 4.66847 -3.53646 1.003
C 1.27598 3.41404 -2.36561 -0.484
H 5.14253 -2.26343 -2.67671 0.068
H -2.03672 0.14131 4.69583 0.029
O 1.51794 -0.60446 0.35694 -0.692
H 2.77250 -2.81900 -3.02368 0.070
H -0.92874 2.69970 5.72453 0.127
Te -4.89331 1.12188 -0.08819 0.132
C 2.62124 -2.94797 -1.94805 -0.075
O -0.33576 2.06234 3.93371 -0.233
C 3.60306 -2.08253 -1.15809 -0.540
H 0.04861 -4.07749 -0.03203 -0.003
H -5.74605 2.75107 -5.26717 0.100
O -2.17066 1.07798 -2.07938 -0.243
P 2.61352 -1.12261 1.28671 0.738
O 0.46602 2.29442 -5.54825 -0.328
H -3.22595 -3.08049 2.49037 0.039
C 1.16147 2.27143 5.88929 -0.070
H -4.49613 2.06619 -3.22807 0.078
C -2.82377 -4.33207 0.77568 -0.294
O 3.46461 -2.31415 0.21910 -0.356
H 3.73023 3.87876 1.56879 0.086
H -1.12443 5.48680 -3.76359 0.060
C 5.03407 -2.40506 -1.59693 -0.060
H -3.89316 0.00901 2.61727 -0.020
C 1.71735 3.32313 1.03205 -0.465
C -2.52752 -6.24699 -0.71141 -0.107
H 2.07993 2.43957 5.32923 0.068
H -4.04124 -0.58782 -3.65904 -0.009
C -1.78678 1.17484 -3.26758 -0.545
C -4.09791 2.41625 -6.59930 -0.083
H -1.65572 -2.82442 -1.36298 0.023
H 0.96064 -2.39497 3.71976 -0.019
C -0.03191 2.80674 5.09995 -0.476
C -4.11585 -4.55286 -1.26160 -0.081
H 2.76618 -3.99967 -1.68557 0.080
H -1.49553 -5.96507 1.13861 0.102
H 3.39778 -1.02928 -1.37731 0.103
H 0.05110 4.67969 0.95817 0.087
N -2.95125 -0.11062 2.97004 -0.097
C -2.70135 1.66055 -4.33448 -0.143
H 3.55866 2.25492 0.85590 0.056
K 0.02265 0.62222 -0.52037 0.600
C 5.38232 -1.11958 2.55950 -0.084
H 4.63891 -1.37217 3.31532 0.062
H -1.84808 3.78599 -1.83226 0.119
C -4.42113 -2.49500 0.08720 -0.312
H -2.34428 0.48169 2.40168 0.006
H 7.00813 0.86641 1.53270 0.069
C -4.02318 2.06229 -4.20512 -0.012
C -2.76510 2.03544 -6.72134 -0.046
S -0.40132 1.17148 -5.29635 0.630
C 1.81380 0.41273 3.21288 -0.292
H 1.55550 5.40317 1.56346 0.079
H -0.57931 -1.81017 4.40811 -0.013
C -2.41870 -3.63127 2.00805 -0.303
O 1.43351 2.92135 2.37129 -0.208
H 5.40803 -1.93601 1.83777 0.066
H -4.40127 -2.17024 1.12543 0.028
H -1.99535 -4.33751 2.72151 0.042
H 2.21982 2.93910 -2.13688 0.084
Sb -3.47623 -0.87698 -1.04520 1.021
H -4.65939 2.69405 -7.48216 0.095
Sb -0.77220 -2.09945 1.67631 1.443
H 6.36114 -1.00238 3.03509 0.067
H 3.46609 3.69730 -0.18069 0.072
O 3.81277 0.07579 1.06042 -0.334
N 0.16500 3.15015 -1.75649 -0.038
N -0.57106 0.88124 -3.70212 -0.084
H -0.70399 4.68039 4.25236 0.079
C 0.15558 4.29412 4.80240 -0.062
C -0.50449 4.79059 -3.22349 -0.392
H 1.38150 -0.29450 3.91446 -0.019
H -3.00234 1.37662 4.33787 0.048
H 1.22221 2.62616 0.35122 0.073
H 1.45563 -3.35524 0.76848 -0.047
C 3.21970 3.28885 0.80282 -0.026
O 1.85816 0.21480 -2.80110 0.039
C -4.44780 -1.27155 -2.91569 -0.278
H 4.80738 0.94637 2.61814 0.119
H 0.44775 -4.53955 1.63580 0.005
H -4.21896 -2.29593 -3.21468 0.003
H 1.06032 1.20113 6.06493 0.074
C 6.10881 0.66297 0.94487 -0.056
C 1.13381 4.71404 0.82745 -0.042
H -4.89851 -4.16806 -1.90824 0.099
H -2.26536 2.02847 -7.68193 0.115
H -0.81131 -1.26254 -1.20023 -0.093
C 0.97251 -0.47539 -2.99628 -0.036
O -0.08478 -0.02288 -6.03483 -0.305
H -0.38742 -3.52599 3.97806 -0.009
C -3.49240 -5.74920 -1.57551 -0.114
C -2.09214 1.67095 -5.57788 -0.197
H -5.52494 -1.13122 -2.85202 0.009
H -5.45475 -2.49028 -0.26165 0.059
H 1.22705 2.78599 6.85216 0.070
C 0.44353 -3.71512 0.91910 -0.311
C -3.78077 -3.81718 -0.12321 -0.302
H -1.58256 -1.66274 -2.73016 0.031
C -0.85807 3.91078 -2.24837 -0.238
H 6.32692 -0.10035 0.19775 0.059
C -2.22505 -5.55685 0.44934 -0.075
C -1.65010 -1.77455 -1.64994 -0.271
H -3.75460 -6.28528 -2.47985 0.088
N -2.95531 0.36149 4.33262 -0.077
H 1.36256 5.07764 -0.17508 0.061
H 1.04618 4.44017 4.19566 0.063
H 5.26339 -3.44562 -1.34951 0.073
C 4.97810 0.17313 1.84765 -0.525
H 5.80664 1.57456 0.42663 0.065
P 0.64528 1.54181 2.69279 0.473
C -0.12212 -2.50546 3.70264 -0.310
H 0.25987 4.84583 5.74035 0.070

---

22
Properties=species:S:1:pos:R:3:lowdin_charge:R:1 method="wB97M-V/def2-TZVPD" e_above_lowest_ev=0.390 molar_mass_da=156.14 homo_energy_ev=-9.939 e_lumo_ev=0.52 energy_ev=-16420.997 smiles="NC(N)=O.NC(N)=O.O.O" gap_ha=0.3844
H 3.55936 1.54666 1.70548 0.090
H 3.22302 -1.52730 -0.95061 0.078
H -2.75024 -1.62110 0.95627 0.098
N -4.54277 0.48027 -0.74021 0.148
H 1.87174 2.04026 -0.90499 0.042
H 2.44065 -0.08945 -1.11015 0.076
H -0.62854 -0.92073 -0.27597 -0.013
H 0.78943 1.01801 -0.66908 0.033
O 0.06138 -0.88080 0.37846 -0.080
H 2.14360 0.60051 1.58402 0.080
C -3.45361 -0.27901 -0.34880 -0.709
O -2.51298 -0.39341 -1.07294 0.045
C 3.76743 -0.17059 0.51282 -0.566
H -5.07296 0.85511 0.02250 0.082
H 0.86457 -1.21753 -0.06673 0.013
N 3.05151 0.82874 1.22657 0.131
H -4.27830 1.20414 -1.39793 0.106
O 1.27365 1.46537 -1.41559 -0.089
N 2.88692 -0.75583 -0.44261 0.102
H -4.18930 -0.81112 1.53515 0.122
N -3.46587 -0.94604 0.81177 0.167
O 4.96133 -0.42615 0.66260 0.042